The following is a quantum chemistry calculation of one molecule with the formula C5H3NO in a non-equilibrium geometry, from the OMol25 dataset.

The SMILES is C#CCC(=O)C#N. The calculated total energy is -322.205594 a.u. The multiplicity is 1. For the energy above the lowest of the compared OMol25 structures with the same formula, charge and spin, the calculation gives 2.346 eV. As for the charge: 0. For the HOMO-LUMO gap, the calculation gives 10.15 eV.

Each line ends with the Mulliken charge.
Geometry (Å):
O -1.14 -0.97 -0.10  -0.419
C -0.19 -0.47 -0.63  0.589
C 0.76 0.52 0.07  -0.387
C 0.07 0.90 1.29  -0.488
C -0.82 0.61 2.06  -0.010
C 0.06 -0.87 -2.02  0.043
N 0.10 -1.30 -3.10  -0.346
H 1.08 1.33 -0.60  0.380
H 1.67 -0.03 0.34  0.268
H -1.60 0.28 2.70  0.370

=====

The following is a quantum chemistry calculation of a 3-piece molecular cluster, C4H12NO2 overall in a non-equilibrium geometry, from the OMol25 dataset.

The calculated total energy is -364.528001 a.u. The multiplicity is 1. For the energy above the lowest of the compared OMol25 structures with the same formula, charge and spin, the calculation gives 2.918 eV. As for the charge: +1. For the HOMO-LUMO gap, the calculation gives 9.45 eV.

Each line ends with the Mulliken charge.
Geometry (Å):
C 0.61 -1.00 1.95  -1.176
C 0.00 -0.90 0.52  0.689
C 0.36 -1.67 -0.49  -0.964
C -1.88 0.59 0.87  -0.137
N -0.85 0.25 0.20  0.119
H 1.28 -1.92 1.82  0.294
H 1.12 -0.17 2.54  0.315
H -0.06 -1.38 2.70  0.405
H -0.28 -1.82 -1.33  0.315
H 1.07 -2.55 -0.36  0.275
H -2.64 1.37 0.58  0.250
H -2.14 0.10 1.80  0.297
H -0.77 0.74 -0.74  0.340
H -1.03 2.30 -2.47  0.297
H -1.36 0.93 -2.87  0.261
O -1.08 1.41 -2.14  -0.580
H 2.25 1.18 -1.61  0.306
H 3.12 1.28 -0.29  0.283
O 2.30 1.27 -0.67  -0.587

=====

The following is a quantum chemistry calculation of a 2-piece molecular cluster, C4H11NO2S overall in a non-equilibrium geometry, from the OMol25 dataset.

The SMILES is O=CNCCCS.O. The calculated total energy is -762.376390 a.u. The multiplicity is 1. For the energy above the lowest of the compared OMol25 structures with the same formula, charge and spin, the calculation gives 1.985 eV. As for the charge: 0. For the HOMO-LUMO gap, the calculation gives 9.46 eV.

Each line ends with the Mulliken charge.
Geometry (Å):
C -0.81 -0.14 1.31  -1.059
N 0.62 -0.10 1.09  -0.051
C 1.40 -1.24 1.01  -0.040
O 2.56 -1.29 0.83  -0.519
C -1.59 -0.40 0.12  0.110
C -1.62 0.68 -0.92  -0.794
S -0.16 1.08 -1.91  -0.148
H -1.01 -0.91 2.14  0.315
H -1.07 0.86 1.72  0.379
H 0.83 0.91 0.84  0.251
H 0.76 -2.07 1.10  0.379
H -0.99 -1.37 -0.43  0.110
H -2.57 -0.87 0.36  0.360
H -2.44 0.41 -1.68  0.291
H -1.82 1.69 -0.43  0.305
H -0.11 -0.10 -2.60  0.112
H 2.76 0.23 -1.19  0.328
H 2.58 1.39 -0.25  0.258
O 2.68 1.22 -1.12  -0.588

=====

The following is a quantum chemistry calculation of C24H33CeN2O5P2S as an isolated structure in a non-equilibrium geometry, from the OMol25 dataset.

The calculated total energy is -2975.736112 a.u. The multiplicity is 1. As for the charge: +1. For the HOMO-LUMO gap (spin up / spin down), the calculation gives 6.32 / 6.33 eV.

Each line ends with the Mulliken charge.
Geometry (Å):
C -1.05 -4.01 -1.60  -0.825
C -0.72 -3.04 -0.66  0.698
N -1.15 -1.75 -0.78  0.382
C -2.09 -1.47 -1.73  0.620
C -2.46 -2.40 -2.70  -0.998
C -1.93 -3.69 -2.64  -0.586
C 0.14 -3.52 0.51  -1.383
P 0.86 -2.22 1.61  1.082
Ce -0.23 0.19 0.55  0.401
P -1.63 1.36 -1.71  0.926
C -2.80 -0.12 -1.73  -1.153
C 0.87 2.00 1.85  0.633
C 0.43 2.40 3.10  -0.195
C 0.96 3.59 3.65  -0.590
C 1.90 4.33 2.92  -0.532
C 2.32 3.90 1.66  -0.605
C 1.80 2.70 1.11  -0.596
O 4.51 -2.13 -2.79  -0.588
O 1.89 0.80 -1.64  -0.678
H -0.59 -4.99 -1.52  0.480
H -3.15 -2.09 -3.48  0.466
H -2.15 -4.41 -3.42  0.440
C 0.50 -2.89 3.28  -1.380
C 2.66 -2.49 1.45  -1.461
H -3.37 -0.03 -2.67  0.569
H -3.49 -0.01 -0.87  0.310
H 0.95 -4.08 0.14  0.669
H -0.48 -4.14 1.21  0.421
C -2.92 2.63 -1.53  -1.049
C -1.16 1.47 -3.45  -1.317
H -0.30 1.81 3.66  0.247
H 0.65 3.92 4.64  0.393
H 2.31 5.25 3.35  0.381
H 3.04 4.49 1.09  0.410
H 2.13 2.34 0.13  0.566
H 3.43 0.90 -2.78  -0.343
H 2.42 -0.02 -1.67  0.094
H 5.26 -2.65 -3.01  0.284
H 3.81 -2.43 -3.38  0.311
H 4.13 1.06 -3.30  0.315
H 1.33 -3.51 3.64  0.397
H 0.36 -2.04 3.96  0.315
H -0.42 -3.48 3.26  0.441
H 2.99 -3.32 2.09  0.449
H 2.93 -2.69 0.41  0.414
H 3.17 -1.57 1.76  0.406
H -2.06 1.56 -4.07  0.462
H -0.54 2.37 -3.55  0.415
H -0.56 0.60 -3.73  0.350
H -3.51 2.67 -2.45  0.419
H -3.57 2.41 -0.67  0.204
H -2.41 3.58 -1.37  0.410
O -6.64 0.92 1.55  -0.654
S -5.51 1.76 1.87  1.180
O -5.64 3.19 1.73  -0.641
N -4.15 1.23 1.05  -0.344
C -3.23 0.84 1.90  0.260
O -2.05 0.50 1.50  -0.239
C -3.59 0.84 3.31  0.452
C -2.81 0.44 4.42  -0.203
C -3.36 0.61 5.68  -0.781
C -4.65 1.15 5.85  -0.539
C -5.41 1.54 4.73  -0.598
C -4.85 1.36 3.46  -0.029
H -1.83 0.01 4.25  0.376
H -2.79 0.32 6.57  0.404
H -5.05 1.29 6.85  0.393
H -6.39 1.96 4.85  0.466

=====

The following is a quantum chemistry calculation of C15H31AsCoN4O3PS as an isolated structure, from the OMol25 dataset.

The calculated total energy is -5392.920944 a.u. The multiplicity is 2. For the energy above the lowest of the compared OMol25 structures with the same formula, charge and spin, the calculation gives 0.000 eV. As for the charge: +1. The expectation value of S² is 1.2378. For the HOMO-LUMO gap (spin up / spin down), the calculation gives 8.72 / 9.09 eV.

Each line ends with the Mulliken charge.
Geometry (Å):
Co -0.09 -0.68 0.75  0.451
O -3.33 1.29 0.00  -0.666
C -2.25 0.92 0.41  0.447
O -1.34 0.30 -0.29  -0.639
C -1.81 1.18 1.84  0.507
C -2.47 2.06 2.68  -0.570
C -1.95 2.26 3.95  -0.255
C -0.81 1.57 4.34  -1.032
C -0.22 0.70 3.44  0.093
N -0.71 0.50 2.22  0.117
H -3.35 2.56 2.32  0.503
H -2.44 2.94 4.63  0.446
H -0.38 1.71 5.32  0.451
H 0.67 0.13 3.70  0.415
C 1.00 -2.69 3.48  -0.672
N 2.28 -2.00 3.46  0.586
C 3.22 -2.54 4.44  -1.054
P 2.90 -1.28 2.10  -0.263
O 1.78 -0.95 1.15  -0.503
N 3.98 -2.20 1.25  0.386
C 3.49 -3.20 0.32  -0.937
C 5.32 -2.48 1.74  -1.025
N 3.78 -0.01 2.64  0.509
C 4.56 0.76 1.68  -1.193
C 3.55 0.69 3.89  -1.015
H 0.48 -2.49 4.42  0.292
H 1.15 -3.77 3.39  0.319
H 0.37 -2.37 2.65  -0.046
H 2.79 -2.47 5.44  0.379
H 4.16 -1.98 4.43  0.327
H 3.44 -3.59 4.23  0.286
H 2.48 -2.94 -0.02  0.162
H 3.46 -4.19 0.78  0.300
H 4.15 -3.24 -0.55  0.358
H 5.65 -1.70 2.43  0.331
H 6.01 -2.51 0.90  0.345
H 5.37 -3.45 2.25  0.305
H 4.61 0.25 0.73  0.380
H 5.57 0.91 2.05  0.368
H 4.09 1.74 1.53  0.365
H 2.85 0.14 4.52  0.362
H 3.14 1.69 3.70  0.302
H 4.49 0.80 4.44  0.299
C -2.16 -4.02 -2.48  -1.064
As -1.92 -2.29 -1.66  0.848
C -0.74 -1.35 -2.84  -1.024
C -3.66 -1.46 -1.68  -1.074
S -1.08 -2.70 0.27  -0.498
H -2.54 -3.90 -3.49  0.397
H -2.88 -4.59 -1.89  0.383
H -1.21 -4.55 -2.48  0.352
H -1.22 -1.27 -3.82  0.435
H 0.18 -1.92 -2.93  0.343
H -0.55 -0.35 -2.44  0.275
H -4.14 -1.75 -2.61  0.415
H -3.55 -0.38 -1.60  0.337
H -4.23 -1.83 -0.83  0.354

=====

The following is a quantum chemistry calculation of a 2-piece molecular cluster, C2H8N4O overall in a non-equilibrium geometry, from the OMol25 dataset.

The calculated total energy is -375.069544 a.u. The multiplicity is 1. For the energy above the lowest of the compared OMol25 structures with the same formula, charge and spin, the calculation gives 6.451 eV. As for the charge: 0. For the HOMO-LUMO gap (spin up / spin down), the calculation gives 8.18 / 8.14 eV.

Each line ends with the Mulliken charge.
Geometry (Å):
C 0.60 0.05 -0.07  -0.353
C 0.36 -0.20 -1.58  -0.452
N 0.08 2.31 1.23  -0.157
N -0.69 1.63 1.82  -0.200
N -0.75 -1.08 1.53  -0.453
N -0.61 -0.11 0.67  -0.305
O -0.31 -1.41 -1.73  -0.533
H 1.58 -0.44 0.18  0.382
H 0.88 1.08 0.17  0.429
H 1.39 -0.19 -1.92  0.325
H -0.36 0.57 -1.90  0.290
H 0.36 3.33 1.55  0.216
H -1.68 -1.19 1.75  0.223
H -0.19 -1.93 1.44  0.240
H -0.87 -1.38 -0.98  0.347

=====

The following is a quantum chemistry calculation of one molecule with the formula C4H8N2O3S in a non-equilibrium geometry, from the OMol25 dataset.

The calculated total energy is -890.411608 a.u. The multiplicity is 1. For the energy above the lowest of the compared OMol25 structures with the same formula, charge and spin, the calculation gives 5.887 eV. As for the charge: 0. For the HOMO-LUMO gap (spin up / spin down), the calculation gives 7.32 / 7.32 eV.

Each line ends with the Mulliken charge.
Geometry (Å):
C -0.89 0.27 -0.53  0.624
C -1.52 0.53 0.84  -0.625
C 0.67 -1.52 -1.16  -0.420
C 1.61 -0.04 2.16  -0.699
N -0.98 1.12 -1.61  -0.244
N -0.08 0.71 0.86  -0.343
O -1.45 2.50 -3.61  -0.432
O -0.69 -1.08 -0.81  -0.359
O 0.47 -0.39 1.51  -0.187
S -1.80 1.24 -2.96  0.505
H -2.01 1.56 0.76  0.263
H -1.89 -0.23 1.47  0.380
H 0.59 -2.54 -1.27  0.210
H 1.26 -1.10 -0.30  0.160
H 0.98 -1.11 -2.16  0.248
H 2.27 0.36 1.50  0.344
H 1.99 -1.04 2.49  0.232
H 1.46 0.76 2.83  0.342

=====

The following is a quantum chemistry calculation of an isolated ion of composition CH2IN2S2 and charge +1 in a non-equilibrium geometry, from the OMol25 dataset.

The calculated total energy is -1242.532708 a.u. The multiplicity is 1. For the energy above the lowest of the compared OMol25 structures with the same formula, charge and spin, the calculation gives 0.503 eV. As for the charge: +1. For the HOMO-LUMO gap (spin up / spin down), the calculation gives 5.57 / 5.57 eV.

Each line ends with the Mulliken charge.
Geometry (Å):
C -0.16 0.73 0.40  0.414
N 0.02 -0.56 0.14  -0.298
N 0.51 1.59 -0.18  -0.555
S 1.29 -1.13 -0.93  0.477
S 0.52 -2.68 -1.67  0.143
I -1.72 0.76 2.00  0.157
H -0.70 -1.22 0.10  0.348
H 0.24 2.52 0.14  0.314

=====

Repeat the third record exactly.
The following is a quantum chemistry calculation of a 2-piece molecular cluster, C4H11NO2S overall in a non-equilibrium geometry, from the OMol25 dataset.

The SMILES is O=CNCCCS.O. The calculated total energy is -762.376390 a.u. The multiplicity is 1. For the energy above the lowest of the compared OMol25 structures with the same formula, charge and spin, the calculation gives 1.985 eV. As for the charge: 0. For the HOMO-LUMO gap, the calculation gives 9.46 eV.

Each line ends with the Mulliken charge.
Geometry (Å):
C -0.81 -0.14 1.31  -1.059
N 0.62 -0.10 1.09  -0.051
C 1.40 -1.24 1.01  -0.040
O 2.56 -1.29 0.83  -0.519
C -1.59 -0.40 0.12  0.110
C -1.62 0.68 -0.92  -0.794
S -0.16 1.08 -1.91  -0.148
H -1.01 -0.91 2.14  0.315
H -1.07 0.86 1.72  0.379
H 0.83 0.91 0.84  0.251
H 0.76 -2.07 1.10  0.379
H -0.99 -1.37 -0.43  0.110
H -2.57 -0.87 0.36  0.360
H -2.44 0.41 -1.68  0.291
H -1.82 1.69 -0.43  0.305
H -0.11 -0.10 -2.60  0.112
H 2.76 0.23 -1.19  0.328
H 2.58 1.39 -0.25  0.258
O 2.68 1.22 -1.12  -0.588

=====

Repeat the fifth record exactly.
The following is a quantum chemistry calculation of C15H31AsCoN4O3PS as an isolated structure, from the OMol25 dataset.

The calculated total energy is -5392.920944 a.u. The multiplicity is 2. For the energy above the lowest of the compared OMol25 structures with the same formula, charge and spin, the calculation gives 0.000 eV. As for the charge: +1. The expectation value of S² is 1.2378. For the HOMO-LUMO gap (spin up / spin down), the calculation gives 8.72 / 9.09 eV.

Each line ends with the Mulliken charge.
Geometry (Å):
Co -0.09 -0.68 0.75  0.451
O -3.33 1.29 0.00  -0.666
C -2.25 0.92 0.41  0.447
O -1.34 0.30 -0.29  -0.639
C -1.81 1.18 1.84  0.507
C -2.47 2.06 2.68  -0.570
C -1.95 2.26 3.95  -0.255
C -0.81 1.57 4.34  -1.032
C -0.22 0.70 3.44  0.093
N -0.71 0.50 2.22  0.117
H -3.35 2.56 2.32  0.503
H -2.44 2.94 4.63  0.446
H -0.38 1.71 5.32  0.451
H 0.67 0.13 3.70  0.415
C 1.00 -2.69 3.48  -0.672
N 2.28 -2.00 3.46  0.586
C 3.22 -2.54 4.44  -1.054
P 2.90 -1.28 2.10  -0.263
O 1.78 -0.95 1.15  -0.503
N 3.98 -2.20 1.25  0.386
C 3.49 -3.20 0.32  -0.937
C 5.32 -2.48 1.74  -1.025
N 3.78 -0.01 2.64  0.509
C 4.56 0.76 1.68  -1.193
C 3.55 0.69 3.89  -1.015
H 0.48 -2.49 4.42  0.292
H 1.15 -3.77 3.39  0.319
H 0.37 -2.37 2.65  -0.046
H 2.79 -2.47 5.44  0.379
H 4.16 -1.98 4.43  0.327
H 3.44 -3.59 4.23  0.286
H 2.48 -2.94 -0.02  0.162
H 3.46 -4.19 0.78  0.300
H 4.15 -3.24 -0.55  0.358
H 5.65 -1.70 2.43  0.331
H 6.01 -2.51 0.90  0.345
H 5.37 -3.45 2.25  0.305
H 4.61 0.25 0.73  0.380
H 5.57 0.91 2.05  0.368
H 4.09 1.74 1.53  0.365
H 2.85 0.14 4.52  0.362
H 3.14 1.69 3.70  0.302
H 4.49 0.80 4.44  0.299
C -2.16 -4.02 -2.48  -1.064
As -1.92 -2.29 -1.66  0.848
C -0.74 -1.35 -2.84  -1.024
C -3.66 -1.46 -1.68  -1.074
S -1.08 -2.70 0.27  -0.498
H -2.54 -3.90 -3.49  0.397
H -2.88 -4.59 -1.89  0.383
H -1.21 -4.55 -2.48  0.352
H -1.22 -1.27 -3.82  0.435
H 0.18 -1.92 -2.93  0.343
H -0.55 -0.35 -2.44  0.275
H -4.14 -1.75 -2.61  0.415
H -3.55 -0.38 -1.60  0.337
H -4.23 -1.83 -0.83  0.354